Formula: C3H5I3O
Source: the OMol25 dataset
Level of theory: ωB97M-V/def2-TZVPD

XYZ file:
```
12
C3H5I3O, DFT ωB97M-V/def2-TZVPD
C 0.46 0.24 0.80
C -0.97 -0.12 -1.08
C -2.93 -0.10 -0.08
O -0.15 -0.66 -0.14
I -2.77 -1.64 1.34
I -4.43 -0.38 -1.54
I -3.01 1.92 0.92
H 0.18 1.35 0.67
H 1.65 0.06 0.69
H -0.02 0.02 1.83
H -0.98 -0.96 -1.72
H -0.81 0.87 -1.25
```

Calculated values
Frontier orbital gap, eV: 7.6
Molar mass, g/mol: 437.78
Spin multiplicity: 1
Total charge: 0